# 1
ORCA calculation (ωB97M-V/def2-TZVPD) on 16 unconnected molecules or ions with the total composition C33H98N12O16 in a non-equilibrium geometry.

Geometry (Å):
C 6.107 -1.848 0.957
C 4.734 -2.224 0.458
C 4.012 -3.016 1.597
O 3.963 -1.112 0.004
H 6.620 -2.870 0.956
H 6.182 -1.321 1.886
H 6.684 -1.241 0.226
H 4.819 -2.856 -0.411
H 4.149 -2.439 2.503
H 4.310 -4.048 1.761
H 2.976 -3.136 1.328
H 3.103 -1.493 -0.185
C 5.173 1.660 3.137
C 4.354 2.750 3.835
C 5.041 3.406 5.036
O 4.008 3.693 2.803
H 4.597 1.221 2.298
H 5.434 0.908 3.905
H 6.015 2.148 2.703
H 3.352 2.354 4.165
H 6.027 3.699 4.734
H 5.049 2.846 5.953
H 4.487 4.315 5.252
H 3.608 4.434 3.267
C 2.530 -9.008 -3.147
C 1.768 -8.289 -1.965
C 2.559 -8.351 -0.682
O 1.422 -6.952 -2.413
H 3.302 -8.413 -3.543
H 1.832 -9.305 -3.961
H 2.994 -9.984 -2.910
H 0.873 -8.830 -1.769
H 3.480 -7.769 -0.820
H 2.900 -9.339 -0.408
H 2.050 -7.821 0.145
H 2.181 -6.353 -2.448
C 3.068 6.529 -2.438
C 1.952 5.895 -1.697
C 1.114 4.864 -2.476
O 2.233 5.321 -0.452
H 3.896 5.803 -2.576
H 3.404 7.352 -1.831
H 2.702 6.952 -3.376
H 1.239 6.723 -1.536
H 0.311 4.525 -1.839
H 1.776 4.012 -2.689
H 0.774 5.331 -3.419
H 3.071 4.732 -0.602
C -6.133 -0.234 -2.562
C -5.041 -0.054 -3.584
C -5.402 0.924 -4.728
O -3.762 0.302 -3.093
H -5.883 -0.771 -1.615
H -7.007 -0.705 -3.041
H -6.480 0.765 -2.229
H -4.896 -1.042 -4.021
H -6.267 0.579 -5.290
H -4.582 1.088 -5.346
H -5.654 1.887 -4.272
H -3.875 1.108 -2.449
C -1.981 -3.121 2.696
C -1.889 -4.079 1.581
C -2.940 -5.078 1.780
O -2.156 -3.425 0.323
H -3.008 -2.621 2.776
H -1.242 -2.364 2.562
H -1.767 -3.687 3.620
H -0.823 -4.462 1.621
H -2.885 -5.983 1.121
H -3.908 -4.686 1.627
H -3.127 -5.373 2.849
H -1.432 -2.775 0.170
C -5.633 6.273 3.615
C -4.739 6.053 2.437
C -5.518 5.387 1.290
O -4.019 7.161 1.962
H -5.049 6.923 4.301
H -5.838 5.277 4.106
H -6.645 6.644 3.402
H -3.930 5.350 2.805
H -4.794 5.244 0.439
H -6.335 6.054 1.105
H -5.967 4.429 1.579
H -4.577 7.708 1.323
C -1.356 0.458 4.391
C 0.015 1.004 4.442
C 1.049 -0.119 4.464
O 0.198 1.771 3.262
H -2.088 1.257 4.226
H -1.769 -0.021 5.279
H -1.470 -0.240 3.620
H 0.102 1.672 5.243
H 2.000 0.246 4.811
H 1.152 -0.461 3.435
H 0.762 -0.926 5.102
H -0.485 2.468 3.154
C -4.137 1.744 1.215
C -3.418 2.476 0.064
C -2.067 1.949 -0.356
O -4.262 2.452 -1.172
H -4.339 0.661 1.006
H -5.075 2.278 1.553
H -3.493 1.828 2.116
H -3.301 3.491 0.445
H -1.914 2.210 -1.369
H -2.135 0.869 -0.318
H -1.325 2.270 0.364
H -5.140 2.616 -0.896
C -3.278 -3.687 -2.912
O -3.125 -3.558 -4.186
N -2.872 -4.899 -2.339
N -3.607 -2.700 -2.082
H -2.437 -5.498 -2.983
H -2.662 -5.025 -1.374
H -3.580 -1.832 -2.605
H -3.277 -2.660 -1.100
C 4.081 2.427 -0.743
O 4.013 3.628 -1.082
N 4.641 1.507 -1.496
N 3.434 2.080 0.420
H 4.836 0.575 -1.222
H 5.098 1.851 -2.317
H 3.403 2.859 1.105
H 3.587 1.138 0.746
C 2.938 -3.863 -2.718
O 3.441 -4.971 -2.510
N 3.508 -3.186 -3.823
N 1.998 -3.173 -2.026
H 3.194 -2.222 -4.058
H 3.966 -3.803 -4.532
H 1.322 -3.743 -1.438
H 1.612 -2.321 -2.363
C -0.242 -1.649 -4.100
O 0.777 -0.916 -4.057
N -0.168 -3.000 -4.175
N -1.467 -1.100 -3.905
H -0.942 -3.590 -4.130
H 0.710 -3.393 -4.531
H -2.253 -1.668 -4.076
H -1.594 -0.215 -3.435
C -0.719 4.534 1.643
O -1.445 3.852 2.414
N 0.612 4.259 1.626
N -1.254 5.559 0.899
H 0.773 3.464 2.242
H 1.265 4.506 0.909
H -0.576 6.040 0.372
H -1.956 6.129 1.289
C 0.205 -0.369 -0.397
O -0.420 -1.383 -0.611
N 0.293 0.265 0.746
N 1.065 0.057 -1.355
H 0.756 1.102 0.888
H -0.234 0.083 1.561
H 0.912 -0.152 -2.345
H 1.322 1.021 -1.308
O 1.041 -5.215 -0.029
H 0.743 -5.877 -0.679
H 2.009 -5.375 -0.073

## Properties
largest force on an atom = 3.9 eV/A
multiplicity = 1
HOMO-LUMO gap = 9.9 eV


# 2
ORCA calculation (ωB97M-V/def2-TZVPD) on a molecular structure, C24H38N10S2Yb in a non-equilibrium geometry.

Geometry (Å):
Yb -0.590 0.186 -0.302
N -2.182 0.674 -2.097
C -3.514 0.096 -1.858
C -3.377 -1.412 -1.816
N -2.359 -1.886 -0.868
C -3.017 -2.501 0.282
C -3.529 -1.369 1.147
N -2.531 -0.352 1.448
C -1.582 -2.881 -1.545
C -0.767 -2.385 -2.676
N 0.222 -1.348 -2.116
H -2.289 1.669 -2.078
H -1.909 0.463 -3.016
H -4.287 0.450 -2.570
H -3.665 0.405 -0.779
H -3.384 -1.825 -2.815
H -4.389 -1.663 -1.505
H -2.349 -3.071 0.890
H -3.866 -3.138 -0.051
H -3.819 -1.755 2.122
H -4.437 -0.848 0.813
H -2.021 -0.472 2.296
H -3.018 0.556 1.618
H -2.221 -3.766 -1.933
H -0.869 -3.207 -0.746
H -1.298 -1.937 -3.555
H -0.283 -3.174 -3.132
H 0.818 -0.877 -2.800
H 0.898 -1.798 -1.527
C 1.418 2.531 1.008
C 1.106 3.375 -0.190
N 0.249 2.683 -1.240
C -0.716 3.579 -1.852
C -1.964 3.876 -1.007
S -2.481 2.599 0.181
C -1.595 3.097 1.708
C -0.594 2.169 2.398
N 0.401 1.582 1.467
H 1.731 3.277 1.749
H 2.238 1.937 0.724
H 2.080 3.628 -0.648
H 0.626 4.352 0.133
H 0.835 2.339 -2.004
H -1.052 3.165 -2.823
H -0.362 4.589 -2.134
H -2.851 3.922 -1.590
H -1.855 4.839 -0.498
H -2.362 3.347 2.404
H -1.118 4.010 1.434
H -1.080 1.433 2.915
H -0.039 2.680 3.145
H 0.903 0.818 1.935
S 6.610 -2.482 2.541
N 5.110 -2.806 3.016
C 4.279 -2.302 2.112
C 2.874 -2.446 2.133
C 2.129 -3.218 3.044
C 0.769 -3.130 3.035
C 0.206 -2.300 2.131
N 0.853 -1.571 1.203
C 2.185 -1.606 1.227
C 2.871 -0.739 0.250
N 2.080 0.069 -0.552
C 2.725 0.694 -1.570
C 4.133 0.584 -1.753
C 4.903 -0.164 -0.933
C 4.289 -0.745 0.131
C 5.020 -1.586 1.073
N 6.331 -1.665 1.173
H 2.679 -3.752 3.798
H 0.152 -3.564 3.835
H -0.804 -2.053 2.187
H 2.151 1.290 -2.282
H 4.538 1.043 -2.680
H 6.012 -0.213 -1.167

## Properties
largest force on an atom = 3.2 eV/A
multiplicity = 2
HOMO-LUMO gap (alpha / beta) = 7.8 / 7.5 eV
total charge = +3
⟨S²⟩ = 0.75


What did we get for calculated total energy? Answer: -86458.3273; -93585.0878 eV, in the order shown.